Entry 1:
C32H92N4O12 | ωB97M-V/def2-TZVPD

## Properties
Frontier orbital gap in eV: 9.32
SMILES: COC[C@H](C)N.COC[C@H](C)N.COC[C@H](C)N.COC[C@H](C)N.CCO.CCO.CCO.CCO.CCO.CCO.CCO.CCO
E_HOMO in eV: -9.159
Relative energy (zero: lowest compared OMol25 entry of this formula, charge and spin) in kcal per mole: 104.25

Each atom is followed by the atoms it is bonded to, with distances in Å.
Geometry (Å):
1 H -26.44 -0.78 15.76  O132 0.960
2 H -27.90 -9.83 10.94  C27 1.090
3 H -25.58 -9.48 25.11  C134 1.090
4 H -25.90 -8.86 22.76  C97 1.090
5 H -21.92 -1.43 8.81  C56 1.090
6 O -22.39 -15.66 14.04  H43 0.960, C70 1.431
7 H -28.17 -3.67 16.92  C87 1.090
8 H -10.76 -12.37 10.64  C24 1.090
9 H -12.07 -7.47 18.80  C46 1.090
10 C -11.87 -10.55 11.09  C24 1.523, H29 1.090, O42 1.399, H100 1.090
11 H -22.89 0.78 9.34  C82 1.090
12 H -19.46 -7.76 13.39  C126 1.090
13 O -16.64 -4.66 8.95  C26 1.448, H93 0.960
14 H -27.21 -12.10 24.56  C34 1.090
15 H -19.71 -9.33 15.56  C39 1.090
16 H -15.07 -1.64 13.45  C94 1.090
17 C -23.64 -9.95 23.39  O61 1.408, H84 1.090, H96 1.090, H137 1.090
18 H -28.57 -8.52 11.87  C27 1.090
19 H -26.90 -1.67 17.66  C136 1.090
20 H -19.86 -1.57 22.15  O119 0.960
21 H -23.49 -0.42 10.52  C82 1.090
22 C -12.78 -2.91 13.75  H35 1.090, H36 1.090, H53 1.090, C103 1.506
23 H -24.54 -7.93 9.61  C60 1.090
24 C -10.83 -11.34 10.30  H8 1.090, C10 1.523, H130 1.090, H140 1.090
25 H -19.14 -3.00 20.63  C33 1.090
26 C -16.13 -4.62 7.60  O13 1.448, H48 1.090, C95 1.567, H123 1.090
27 C -27.64 -9.06 11.66  H2 1.090, H18 1.090, O31 1.420, H73 1.090
28 H -11.02 -5.73 19.30  O105 0.960
29 H -11.83 -9.52 10.72  C10 1.090
30 H -25.24 -5.73 10.48  C117 1.090
31 O -26.62 -8.26 11.10  C27 1.420, C122 1.388
32 O -21.13 -7.74 15.59  C39 1.435, C107 1.442
33 C -19.69 -3.36 21.50  H25 1.090, H51 1.090, C116 1.516, O119 1.400
34 C -26.38 -11.52 24.95  H14 1.090, H79 1.090, H127 1.090, C134 1.534
35 H -12.39 -2.96 12.74  C22 1.090
36 H -12.08 -3.45 14.38  C22 1.090
37 H -18.13 -4.58 22.34  C116 1.090
38 H -24.85 -14.96 13.47  C120 1.090
39 C -19.79 -8.24 15.56  H15 1.090, O32 1.435, H125 1.090, C126 1.555
40 H -12.86 -6.73 17.36  C46 1.090
41 H -18.96 -10.41 7.25  C121 1.090
42 O -11.56 -10.49 12.45  C10 1.399, H78 0.960
43 H -22.66 -16.32 14.69  O6 0.960
44 H -15.12 -1.68 15.16  C94 1.090
45 H -24.93 -14.76 15.18  C120 1.090
46 C -12.47 -6.55 18.36  H9 1.090, H40 1.090, C50 1.461, O105 1.412
47 C -16.23 0.56 14.46  H77 1.090, H88 1.090, O102 1.418, H109 1.090
48 H -16.67 -5.35 6.99  C26 1.090
49 H -24.07 -6.31 12.98  N118 1.010
50 C -13.60 -6.09 19.17  C46 1.461, H64 1.090, H92 1.090, H131 1.090
51 H -20.73 -3.41 21.19  C33 1.090
52 H -13.99 -4.35 8.32  C95 1.090
53 H -13.69 -3.52 13.80  C22 1.090
54 C -18.88 -12.44 7.83  H57 1.090, H98 1.090, O110 1.358, C121 1.493
55 H -22.96 -8.07 16.63  C107 1.090
56 C -21.51 -0.78 9.57  H5 1.090, O59 1.388, C82 1.461, H101 1.090
57 H -19.95 -12.58 7.96  C54 1.090
58 H -25.39 -2.33 16.88  C136 1.090
59 O -20.91 -1.49 10.60  C56 1.388, H111 0.960
60 C -24.00 -7.45 10.43  H23 1.090, H99 1.090, H104 1.090, C117 1.517
61 O -24.72 -10.46 22.66  C17 1.408, C97 1.401
62 H -13.03 -1.21 15.99  N128 1.010
63 H -26.87 -6.39 12.00  C122 1.090
64 H -13.90 -5.09 18.86  C50 1.090
65 H -18.63 -11.51 5.94  C121 1.090
66 H -18.53 -14.26 7.89  O110 0.960
67 H -25.95 -7.52 12.86  C122 1.090
68 H -17.32 -11.21 7.11  C121 1.090
69 H -26.75 -4.21 17.84  C87 1.090
70 C -22.88 -14.36 14.38  O6 1.431, H89 1.090, H112 1.090, C120 1.536
71 H -19.08 -5.47 21.19  C116 1.090
72 C -17.66 -8.47 14.10  H85 1.090, H106 1.090, H108 1.090, C126 1.520
73 H -27.37 -9.46 12.64  C27 1.090
74 H -28.32 -10.11 24.23  N75 1.010
75 N -27.63 -9.56 24.72  H74 1.010, H133 1.010, C134 1.427
76 H -26.64 -4.27 16.09  C87 1.090
77 H -16.80 -0.03 13.75  C47 1.090
78 H -11.59 -11.40 12.75  O42 0.960
79 H -25.45 -12.02 24.67  C34 1.090
80 H -24.93 -5.06 12.68  N118 1.010
81 H -21.61 -7.85 17.65  C107 1.090
82 C -22.60 0.04 10.09  H11 1.090, H21 1.090, C56 1.461, H90 1.090
83 H -12.66 -0.92 13.26  C103 1.090
84 H -23.58 -8.86 23.39  C17 1.090
85 H -17.88 -9.52 13.91  C72 1.090
86 H -18.24 -5.98 13.71  N91 1.010
87 C -27.08 -3.72 16.92  H7 1.090, H69 1.090, H76 1.090, C136 1.539
88 H -16.63 0.49 15.47  C47 1.090
89 H -22.53 -14.17 15.39  C70 1.090
90 H -22.20 0.65 10.89  C82 1.090
91 N -18.70 -6.30 14.55  H86 1.010, H114 1.010, C126 1.451
92 H -13.28 -5.94 20.20  C50 1.090
93 H -17.55 -4.35 8.94  O13 0.960
94 C -14.62 -1.18 14.33  H16 1.090, H44 1.090, O102 1.454, C103 1.623
95 C -14.60 -4.98 7.67  C26 1.567, H52 1.090, H113 1.090, H139 1.090
96 H -22.70 -10.32 22.98  C17 1.090
97 C -25.95 -9.91 23.05  H4 1.090, O61 1.401, C134 1.512, H138 1.090
98 H -18.48 -12.34 8.84  C54 1.090
99 H -23.17 -6.85 10.08  C60 1.090
100 H -12.87 -10.93 10.91  C10 1.090
101 H -20.70 -0.17 9.17  C56 1.090
102 O -14.84 0.26 14.41  C47 1.418, C94 1.454
103 C -13.04 -1.47 14.12  C22 1.506, H83 1.090, C94 1.623, N128 1.501
104 H -23.73 -8.26 11.12  C60 1.090
105 O -11.46 -5.57 18.46  H28 0.960, C46 1.412
106 H -16.91 -8.50 14.89  C72 1.090
107 C -21.89 -8.28 16.69  O32 1.442, H55 1.090, H81 1.090, H135 1.090
108 H -17.25 -8.15 13.15  C72 1.090
109 H -16.42 1.57 14.08  C47 1.090
110 O -18.29 -13.54 7.29  C54 1.358, H66 0.960
111 H -21.58 -2.02 11.03  O59 0.960
112 H -22.57 -13.55 13.72  C70 1.090
113 H -14.33 -4.84 6.62  C95 1.090
114 H -19.57 -5.80 14.62  N91 1.010
115 H -19.69 -5.09 22.82  C116 1.090
116 C -19.15 -4.70 21.96  C33 1.516, H37 1.090, H71 1.090, H115 1.090
117 C -24.94 -6.52 11.17  H30 1.090, C60 1.517, N118 1.502, C122 1.522
118 N -24.28 -5.68 12.22  H49 1.010, H80 1.010, C117 1.502
119 O -19.54 -2.40 22.51  H20 0.960, C33 1.400
120 C -24.42 -14.39 14.29  H38 1.090, H45 1.090, C70 1.536, H124 1.090
121 C -18.39 -11.31 6.99  H41 1.090, C54 1.493, H65 1.090, H68 1.090
122 C -26.14 -7.18 11.84  O31 1.388, H63 1.090, H67 1.090, C117 1.522
123 H -16.36 -3.66 7.15  C26 1.090
124 H -24.80 -13.38 14.19  C120 1.090
125 H -19.33 -7.96 16.51  C39 1.090
126 C -18.96 -7.71 14.36  H12 1.090, C39 1.555, C72 1.520, N91 1.451
127 H -26.51 -11.61 26.02  C34 1.090
128 N -12.24 -1.19 15.36  H62 1.010, C103 1.501, H129 1.010
129 H -11.84 -2.10 15.53  N128 1.010
130 H -11.02 -11.34 9.23  C24 1.090
131 H -14.43 -6.79 19.17  C50 1.090
132 O -26.76 -1.68 15.68  H1 0.960, C136 1.381
133 H -27.85 -9.68 25.70  N75 1.010
134 C -26.30 -10.04 24.52  H3 1.090, C34 1.534, N75 1.427, C97 1.512
135 H -21.81 -9.36 16.76  C107 1.090
136 C -26.48 -2.31 16.88  H19 1.090, H58 1.090, C87 1.539, O132 1.381
137 H -23.66 -10.34 24.41  C17 1.090
138 H -26.71 -10.38 22.43  C97 1.090
139 H -14.37 -6.00 7.97  C95 1.090
140 H -9.83 -10.95 10.49  C24 1.090

***

Entry 2:
C32H92N4O20 | ωB97M-V/def2-TZVPD

## Properties
Frontier orbital gap in eV: 9.49
SMILES: COC[C@H](C)N.COC[C@H](C)N.COC[C@H](C)N.COC[C@H](C)N.OCCO.OCCO.OCCO.OCCO.OCCO.OCCO.OCCO.OCCO
E_HOMO in eV: -8.963
Relative energy (zero: lowest compared OMol25 entry of this formula, charge and spin) in kcal per mole: 0.00

Each atom is followed by the atoms it is bonded to, with distances in Å.
Geometry (Å):
1 H 2.58 -1.53 -4.30  C75 1.113
2 O -0.85 -6.24 0.57  C110 1.386, C144 1.484
3 N 4.13 0.99 -2.43  C46 1.462, H76 1.004, H113 1.018
4 O 5.09 3.71 -1.56  C47 1.387, C122 1.426
5 H -4.70 1.26 -5.68  C33 1.097
6 O -1.35 -2.09 -0.79  H7 0.974, C42 1.462
7 H -2.22 -2.51 -0.82  O6 0.974
8 H 6.31 2.01 -1.61  C122 1.115
9 H 6.75 4.04 -2.61  C47 1.068
10 H -0.07 -1.02 4.30  C12 1.089
11 H -3.55 -4.13 -0.08  O141 0.967
12 C 0.73 -1.34 3.63  H10 1.089, H40 1.113, H101 1.092, C108 1.519
13 H 0.28 0.94 2.88  N78 1.028
14 H 1.43 0.69 1.70  N78 1.023
15 H -0.53 -8.32 0.49  C144 1.091
16 H 0.83 -3.14 -3.23  C102 1.079
17 H 5.45 -1.76 3.06  C89 1.076
18 H -1.28 7.05 0.69  C87 1.104
19 C 2.19 -4.22 0.20  C38 1.521, H114 1.080, H125 1.070, H127 1.100
20 H -2.87 3.78 -1.52  C24 1.112
21 N -0.05 5.60 2.44  H28 1.004, H71 1.012, C86 1.454
22 H 1.33 4.52 -1.81  C107 1.096
23 H 0.12 -5.00 2.66  N106 1.038
24 C -2.98 3.23 -0.56  H20 1.112, O111 1.398, H132 1.137, H142 1.118
25 H 5.81 -0.05 -0.68  C99 1.083
26 C -1.40 4.44 0.76  H53 1.080, C86 1.509, O111 1.389, H139 1.079
27 H 0.67 2.36 -3.10  C70 1.102
28 H -0.06 6.47 2.94  N21 1.004
29 H -1.49 -1.06 0.99  C42 1.072
30 H -0.20 0.22 -1.48  C83 1.119
31 H -1.55 -5.40 4.97  O135 0.941
32 H 3.60 2.59 1.62  C77 1.083
33 C -3.70 1.21 -5.22  H5 1.097, O64 1.407, C93 1.469, H121 1.110
34 H 1.27 -3.88 2.66  N106 1.014
35 H 1.22 5.46 1.11  O136 0.979
36 H 4.01 4.28 1.82  C77 1.076
37 H 0.09 6.26 -2.29  O112 0.962
38 C 0.87 -4.64 0.81  C19 1.521, H68 1.088, N106 1.453, C110 1.498
39 H -2.78 -3.44 4.80  C52 1.088
40 H 1.18 -2.23 4.13  C12 1.113
41 H -2.20 -7.88 0.49  C144 1.097
42 C -1.42 -0.84 -0.05  O6 1.462, H29 1.072, C83 1.510, H97 1.063
43 H -3.04 6.58 1.15  C87 1.109
44 C -4.55 1.09 3.15  H45 1.090, H65 1.085, C67 1.515, O143 1.417
45 H -5.22 0.24 2.97  C44 1.090
46 C 4.42 1.42 -1.06  N3 1.462, H48 1.103, C99 1.476, C122 1.494
47 C 6.15 4.54 -1.89  O4 1.387, H9 1.068, H61 1.047, H85 1.076
48 H 3.44 1.86 -0.81  C46 1.103
49 H -4.02 2.09 4.78  O143 0.971
50 C -3.52 -4.62 -1.98  H60 1.072, H133 1.090, C134 1.546, O141 1.450
51 O -0.77 3.36 -4.21  H59 1.029, C70 1.441
52 C -2.79 -4.24 4.06  H39 1.088, H131 1.096, O135 1.375, C140 1.529
53 H -0.80 3.58 1.02  C26 1.080
54 O -2.45 1.98 2.28  H57 0.998, C67 1.402
55 H -2.39 2.50 -4.58  O64 0.978
56 H 4.14 -0.60 -0.27  C99 1.111
57 H -2.99 2.77 1.99  O54 0.998
58 H -2.06 -0.40 -3.59  O95 0.984
59 H -1.05 4.35 -4.11  O51 1.029
60 H -3.76 -5.58 -1.55  C50 1.072
61 H 5.88 5.43 -2.38  C47 1.047
62 H 1.33 4.65 -3.63  C107 1.136
63 H 3.84 0.01 2.83  C91 1.122
64 O -3.24 2.53 -5.05  C33 1.407, H55 0.978
65 H -5.05 1.95 2.73  C44 1.085
66 H 4.37 -2.61 1.99  C89 1.080
67 C -3.29 0.87 2.35  C44 1.515, O54 1.402, H69 1.070, H118 1.101
68 H 0.17 -3.82 0.65  C38 1.088
69 H -3.52 0.50 1.37  C67 1.070
70 C -0.03 3.19 -2.98  H27 1.102, O51 1.441, C107 1.509, H109 1.064
71 H 0.37 4.88 3.02  N21 1.012
72 C 2.27 3.78 0.69  C77 1.483, H126 1.080, O136 1.420, H138 1.074
73 H 4.92 -3.36 3.52  C89 1.098
74 H 1.33 -0.30 -4.03  C75 1.079
75 C 1.68 -1.27 -3.71  H1 1.113, H74 1.079, O96 1.445, C102 1.516
76 H 5.02 0.70 -2.80  N3 1.004
77 C 3.20 3.57 1.82  H32 1.083, H36 1.076, C72 1.483, O98 1.403
78 N 1.29 0.90 2.69  H13 1.028, H14 1.023, C108 1.462
79 H 0.46 -2.54 -4.92  C102 1.092
80 O -0.67 -1.84 -3.40  C102 1.411, H124 0.961
81 H -3.57 -2.91 2.56  C140 1.068
82 H -1.96 7.54 2.21  C87 1.118
83 C -0.20 -0.02 -0.39  H30 1.119, C42 1.510, O94 1.412, H120 1.095
84 H 1.15 -6.78 0.37  C110 1.112
85 H 6.70 4.68 -0.98  C47 1.076
86 C -1.40 5.37 1.95  N21 1.454, C26 1.509, C87 1.539, H123 1.102
87 C -1.99 6.71 1.46  H18 1.104, H43 1.109, H82 1.118, C86 1.539
88 H 5.00 0.40 0.82  C99 1.112
89 C 4.61 -2.43 3.03  H17 1.076, H66 1.080, H73 1.098, O117 1.435
90 H 2.86 -0.63 -2.33  O96 0.972
91 C 3.00 -0.73 2.87  H63 1.122, C108 1.489, H116 1.103, O117 1.459
92 H -1.83 -3.06 2.55  C140 1.110
93 C -3.81 0.46 -3.96  C33 1.469, O95 1.429, H119 1.100, H137 1.074
94 O 1.03 -0.62 -0.03  C83 1.412, H147 0.979
95 O -2.54 0.41 -3.33  H58 0.984, C93 1.429
96 O 2.14 -1.29 -2.34  C75 1.445, H90 0.972
97 H -2.31 -0.34 -0.35  C42 1.063
98 O 2.56 3.59 3.07  C77 1.403, H100 0.966
99 C 4.85 0.25 -0.27  H25 1.083, C46 1.476, H56 1.111, H88 1.112
100 H 2.22 2.70 3.21  O98 0.966
101 H 0.28 -1.55 2.66  C12 1.092
102 C 0.58 -2.30 -3.86  H16 1.079, C75 1.516, H79 1.092, O80 1.411
103 O -5.90 -4.60 -2.66  H105 0.987, C134 1.423
104 H 0.43 -5.80 -0.91  C110 1.110
105 H -6.08 -4.12 -1.82  O103 0.987
106 N 1.05 -4.78 2.24  H23 1.038, H34 1.014, C38 1.453
107 C 0.70 4.48 -2.70  H22 1.096, H62 1.136, C70 1.509, O112 1.426
108 C 1.75 -0.22 3.50  C12 1.519, N78 1.462, C91 1.489, H148 1.124
109 H -0.71 2.87 -2.22  C70 1.064
110 C 0.44 -5.93 0.19  O2 1.386, C38 1.498, H84 1.112, H104 1.110
111 O -2.70 4.02 0.56  C24 1.398, C26 1.389
112 O -0.32 5.47 -2.65  H37 0.962, C107 1.426
113 H 4.00 1.85 -2.96  N3 1.018
114 H 2.58 -3.38 0.75  C19 1.080
115 H -1.03 -7.59 -1.01  C144 1.103
116 H 2.93 -1.06 1.82  C91 1.103
117 O 3.44 -1.88 3.65  C89 1.435, C91 1.459
118 H -2.63 0.13 2.84  C67 1.101
119 H -4.55 0.95 -3.31  C93 1.100
120 H -0.27 0.95 0.12  C83 1.095
121 H -3.06 0.77 -6.00  C33 1.110
122 C 5.49 2.46 -1.01  O4 1.426, H8 1.115, C46 1.494, H146 1.108
123 H -2.05 5.02 2.76  C86 1.102
124 H -0.78 -1.92 -2.45  O80 0.961
125 H 2.06 -3.86 -0.80  C19 1.070
126 H 2.82 3.54 -0.21  C72 1.080
127 H 2.80 -5.12 0.34  C19 1.100
128 H -4.40 -4.70 -4.00  C134 1.135
129 H -2.23 -5.25 1.59  O130 0.993
130 O -3.01 -4.64 1.66  H129 0.993, C140 1.443
131 H -3.74 -4.73 4.29  C52 1.096
132 H -2.29 2.34 -0.68  C24 1.137
133 H -2.52 -4.68 -2.40  C50 1.090
134 C -4.58 -4.18 -3.01  C50 1.546, O103 1.423, H128 1.135, H145 1.068
135 O -1.69 -5.07 4.10  H31 0.941, C52 1.375
136 O 1.93 5.15 0.51  H35 0.979, C72 1.420
137 H -4.16 -0.54 -4.14  C93 1.074
138 H 1.41 3.13 0.71  C72 1.074
139 H -0.96 4.92 -0.10  C26 1.079
140 C -2.78 -3.63 2.66  C52 1.529, H81 1.068, H92 1.110, O130 1.443
141 O -3.58 -3.65 -0.91  H11 0.967, C50 1.450
142 H -4.04 2.92 -0.46  C24 1.118
143 O -4.37 1.22 4.55  C44 1.417, H49 0.971
144 C -1.23 -7.59 0.08  O2 1.484, H15 1.091, H41 1.097, H115 1.103
145 H -4.52 -3.13 -3.19  C134 1.068
146 H 5.75 2.67 0.05  C122 1.108
147 H 1.46 -0.98 -0.83  O94 0.979
148 H 1.95 0.17 4.54  C108 1.124

***

> The highest frontier orbital gap belongs to which entry?

C32H92N4O20

***

> What is the frontier orbital gap in the second record?

9.49 eV